Entry 1:
The following is a quantum chemistry calculation of a structure of composition C30H82N7O9V in a non-equilibrium geometry, from the Open Molecules 2025 dataset.

Values from the calculation:
electronic energy = -86975.5468 eV
Kohn-Sham gap (spin up / spin down) = 6.9772 / 7.3943 eV
spin multiplicity = 2
ΔE to the lowest compared entry with this formula, charge and spin = 3.7 kcal per mole
M = 735.97 g mol⁻¹
E_HOMO (spin up / spin down) = -10.7 / -10.7 eV
total charge = +1

```
129
C30H82N7O9V (ωB97M-V with the def2-TZVPD basis set)
O 4.346 -1.862 0.744
V 3.566 -0.707 1.552
C -0.167 -0.259 -0.526
C 0.662 -1.439 -0.113
O 1.631 -1.094 0.810
H 0.309 0.517 -1.136
H -0.496 0.242 0.393
H -1.060 -0.482 -1.117
H 1.051 -1.900 -1.037
H 0.022 -2.214 0.336
C -0.509 3.582 -0.889
C 0.555 3.739 -1.990
C -0.156 3.848 -3.337
O 0.778 3.785 -4.409
C 0.166 4.181 -5.617
N 1.320 4.919 -1.590
H 0.004 3.733 0.057
H -0.999 2.605 -0.920
H -1.344 4.273 -1.032
H 1.183 2.845 -1.942
H -0.819 4.720 -3.373
H -0.895 3.039 -3.435
H 0.848 3.919 -6.423
H -0.190 5.213 -5.680
H -0.745 3.590 -5.795
H 2.092 5.130 -2.212
H 0.673 5.700 -1.581
C -2.315 -6.598 -1.517
C -1.310 -5.648 -0.903
C 0.150 -6.200 -1.041
O 1.103 -5.271 -0.615
C 1.493 -5.393 0.734
N -1.412 -4.344 -1.529
H -2.318 -6.595 -2.607
H -3.320 -6.340 -1.184
H -2.107 -7.617 -1.180
H -1.378 -5.547 0.185
H 0.289 -6.426 -2.102
H 0.147 -7.126 -0.454
H 1.908 -6.350 1.055
H 0.615 -5.162 1.348
H 2.223 -4.608 0.929
H -0.746 -3.713 -1.088
H -1.063 -4.394 -2.484
C -2.078 0.501 3.273
C -0.724 0.930 2.650
C -0.924 2.085 1.674
O -1.372 3.233 2.342
C -1.780 4.251 1.452
N 0.288 1.311 3.660
H -1.827 -0.435 3.780
H -2.832 0.296 2.517
H -2.424 1.222 4.011
H -0.300 0.073 2.113
H -1.645 1.707 0.933
H -0.053 2.314 1.050
H -1.917 5.163 2.027
H -2.673 3.993 0.881
H -0.975 4.489 0.745
H 0.268 0.595 4.392
H -0.111 2.161 4.058
C 2.375 0.034 -3.817
C 1.218 -0.251 -4.758
C -0.086 -0.608 -3.991
O -1.179 -0.865 -4.851
C -2.220 -1.518 -4.158
N 0.934 0.945 -5.567
H 3.310 0.221 -4.347
H 2.542 -0.798 -3.127
H 2.225 0.922 -3.192
H 1.450 -1.133 -5.360
H -0.314 0.268 -3.375
H 0.157 -1.499 -3.401
H -3.124 -1.529 -4.765
H -2.451 -0.912 -3.271
H -2.023 -2.537 -3.827
H -0.006 0.821 -5.928
H 0.941 1.700 -4.888
C 2.364 3.545 1.796
C 2.616 2.098 1.362
C 3.740 2.084 0.321
O 4.018 0.748 -0.138
C 4.784 0.684 -1.335
N 2.824 1.211 2.549
H 1.841 3.652 2.747
H 1.736 4.075 1.079
H 3.325 4.062 1.868
H 1.689 1.773 0.884
H 4.658 2.572 0.664
H 3.393 2.663 -0.539
H 5.721 1.242 -1.362
H 4.156 0.922 -2.192
H 5.068 -0.366 -1.415
H 3.348 1.817 3.176
H 1.957 0.963 3.033
C 1.002 -3.062 3.714
C 1.671 -1.725 4.076
C 1.736 -1.408 5.562
O 0.701 -0.507 5.862
C 0.994 0.276 7.020
N 3.039 -1.747 3.413
H 1.487 -3.903 4.218
H 0.962 -3.235 2.642
H -0.007 -2.980 4.127
H 1.051 -0.960 3.607
H 2.709 -0.917 5.699
H 1.731 -2.275 6.226
H 0.098 0.686 7.476
H 1.626 1.111 6.701
H 1.579 -0.289 7.747
H 3.179 -2.748 3.246
H 3.670 -1.748 4.226
C -5.638 1.143 -1.638
C -4.666 1.149 -0.485
C -4.378 -0.285 0.003
O -3.374 -0.316 0.992
C -2.940 -1.632 1.242
N -3.413 1.830 -0.844
H -6.572 0.750 -1.213
H -5.345 0.496 -2.464
H -5.943 2.144 -1.935
H -5.160 1.716 0.310
H -4.058 -0.903 -0.848
H -5.309 -0.751 0.350
H -2.108 -1.662 1.943
H -2.515 -2.066 0.324
H -3.768 -2.298 1.497
H -2.838 1.677 -0.008
H -2.891 1.253 -1.506
```


Entry 2:
The following is a quantum chemistry calculation of a structure of composition C28H35IrN5OP2 in a non-equilibrium geometry, from the Open Molecules 2025 dataset.

Values from the calculation:
electronic energy = -60492.5136 eV
Kohn-Sham gap (spin up / spin down) = 5.0948 / 3.9630 eV
spin multiplicity = 6
ΔE to the lowest compared entry with this formula, charge and spin = 15.8 kcal per mole
M = 711.79 g mol⁻¹
E_HOMO (spin up / spin down) = -11.2 / -13.4 eV
total charge = +2

```
72
C28H35IrN5OP2 (ωB97M-V with the def2-TZVPD basis set)
Ir 0.692 -0.216 1.492
C -0.342 -2.551 -2.401
C -0.147 -1.264 -2.713
C -1.160 -0.443 -3.455
C -2.575 -0.496 -2.831
C -2.619 -0.609 -1.330
C -2.363 -1.708 -0.606
C -2.438 -3.105 -1.163
C -1.652 -3.259 -2.474
C 0.397 0.261 3.525
H 0.494 -3.219 -2.199
H 0.854 -0.839 -2.686
H -1.253 -0.851 -4.476
H -0.832 0.597 -3.573
H -3.133 0.389 -3.170
H -3.086 -1.361 -3.261
H -3.082 0.256 -0.841
H -2.285 -1.662 0.475
H -3.489 -3.405 -1.353
H -2.002 -3.789 -0.421
H -1.479 -4.319 -2.700
H -2.247 -2.858 -3.292
H 1.036 -0.487 4.026
H -0.629 0.221 3.919
H 0.829 1.264 3.642
P -0.856 1.255 0.975
P 1.842 0.284 -0.361
N -2.365 0.579 1.788
N -1.010 2.880 1.705
N 2.194 -1.506 -0.690
N 3.492 0.879 -0.577
C -0.649 1.562 -0.825
C 0.804 1.396 -1.372
C -2.260 -0.650 2.448
C -3.524 -1.114 2.776
C -4.453 -0.136 2.312
C -3.719 0.902 1.735
C -1.124 3.133 3.084
C -1.444 4.468 3.274
C -1.508 5.075 1.980
C -1.228 4.090 1.040
C 1.699 -2.397 0.244
C 1.954 -3.700 -0.155
C 2.643 -3.601 -1.398
C 2.762 -2.241 -1.719
C 4.354 0.645 -1.662
C 5.531 1.357 -1.458
C 5.387 2.069 -0.215
C 4.127 1.786 0.286
H -1.013 2.566 -1.071
H -1.265 0.857 -1.397
H 0.775 1.008 -2.399
H 1.296 2.382 -1.400
H -1.298 -1.130 2.591
H -3.723 -2.060 3.261
H -5.528 -0.215 2.379
H -4.052 1.849 1.337
H -0.875 2.368 3.803
H -1.644 4.936 4.228
H -1.768 6.098 1.757
H -1.107 4.151 -0.029
H 1.261 -2.047 1.197
H 1.660 -4.584 0.401
H 2.997 -4.414 -2.006
H 3.223 -1.731 -2.552
H 4.028 0.022 -2.480
H 6.393 1.387 -2.117
H 6.117 2.717 0.255
H 3.596 2.184 1.139
O 4.534 0.474 3.182
C 3.597 0.022 2.593
N 2.660 -0.406 1.977
```